1.
ORCA calculation (ωB97M-V/def2-TZVPD) on a molecular structure, C31H46CdN7OSSe at a distorted geometry.

For the HOMO-LUMO gap, the calculation gives 7.62 eV. As for the LUMO energy: -0.0994 Eh. As for the charge: +1. Its spin multiplicity is 1.

Cartesian coordinates (Å):
Cd -0.9980 0.7074 -0.7881
C 1.9475 5.9538 -1.1728
C 2.2219 5.0610 0.0338
N 2.2202 3.6538 -0.3034
C 1.1334 2.9573 -0.6673
S 1.4436 1.2995 -1.0521
N -0.0201 3.5860 -0.7064
N -1.1068 2.8717 -0.9940
C -2.2411 3.4333 -1.2577
C -2.4388 4.9183 -1.2712
C -3.3517 2.5311 -1.5516
C -4.5975 3.0063 -1.9784
C -5.6170 2.1090 -2.2342
C -5.3841 0.7504 -2.0639
C -4.1188 0.3535 -1.6607
N -3.1394 1.2105 -1.4188
H 2.0733 6.9977 -0.8992
H 0.9301 5.7993 -1.5188
H 2.6304 5.7141 -1.9862
H 1.4662 5.2370 0.8068
H 3.2034 5.2856 0.4523
H 3.1082 3.1991 -0.4571
H -1.5320 5.3987 -0.9092
H -3.2752 5.2030 -0.6346
H -2.6380 5.2642 -2.2854
H -4.7558 4.0618 -2.1224
H -6.5796 2.4626 -2.5702
H -6.1528 0.0184 -2.2534
H -3.8801 -0.6982 -1.5301
C 1.0532 -5.0613 0.6370
C 0.6802 -4.4689 1.9919
C 1.5311 -3.2634 2.3921
C 1.2022 -1.9642 1.6539
N 1.5481 -1.9780 0.2545
C 0.6846 -1.9314 -0.7747
Se -1.1576 -1.9436 -0.6036
N 1.3604 -1.8391 -1.9353
C 0.7788 -1.6923 -3.2499
C 1.0114 -2.9153 -4.1412
C 0.4405 -4.2195 -3.5858
C -1.0796 -4.2936 -3.6525
C 2.7079 -1.7811 -1.6455
C 3.8278 -1.6217 -2.4492
C 5.0534 -1.5568 -1.8162
C 5.1695 -1.6494 -0.4298
C 4.0622 -1.8090 0.3793
C 2.8264 -1.8715 -0.2481
H 0.7145 -6.0926 0.5769
H 2.1325 -5.0510 0.4913
H 0.5798 -4.5114 -0.1746
H 0.8186 -5.2326 2.7587
H -0.3760 -4.1925 1.9877
H 2.5849 -3.5075 2.2453
H 1.3802 -3.0671 3.4559
H 1.7491 -1.1321 2.1132
H 0.1281 -1.7617 1.7254
H 1.2217 -0.8038 -3.7155
H -0.2969 -1.5211 -3.1256
H 2.0844 -3.0341 -4.2981
H 0.5516 -2.7085 -5.1091
H 0.7726 -4.3595 -2.5548
H 0.8561 -5.0391 -4.1734
H -1.5462 -3.5802 -2.9755
H -1.4148 -5.2870 -3.3654
H -1.4268 -4.0960 -4.6647
H 3.7551 -1.5375 -3.5215
H 5.9457 -1.4226 -2.4077
H 6.1476 -1.5839 0.0211
H 4.1623 -1.8704 1.4511
O -1.0841 0.9340 1.5674
C -1.0239 1.6326 2.5701
C 0.2584 1.8830 3.3140
C 0.2877 0.7590 4.3819
C -0.9920 0.5428 5.2085
C -2.1850 -0.0485 4.4330
C -3.0293 1.0065 3.6925
N -2.1419 2.0699 3.2279
H 0.2673 2.8643 3.7883
H 1.1238 1.7880 2.6562
H 1.1050 0.9793 5.0709
H 0.5234 -0.1807 3.8786
H -1.2848 1.4661 5.7127
H -0.7293 -0.1694 5.9926
H -2.8289 -0.5960 5.1210
H -1.8004 -0.7614 3.7004
H -3.7724 1.4617 4.3483
H -3.5382 0.5562 2.8379
H -1.9330 2.7207 3.9753

2.
ORCA calculation (ωB97M-V/def2-TZVPD) on 5 unconnected molecules or ions with the total composition C31H47F2N4O14 at a distorted geometry.

For the HOMO-LUMO gap, the calculation gives 6.96 eV. As for the LUMO energy: -0.1612 Eh. As for the charge: +1. Its spin multiplicity is 1.

Cartesian coordinates (Å):
C 5.5881 -1.2408 0.6606
C 4.1097 -1.4400 0.8098
N 3.3279 -1.9704 -0.0303
C 3.4478 -0.9575 2.1009
C 2.0724 -0.5106 1.7542
N 1.0752 -1.4041 1.8646
C -0.2077 -1.1648 1.5289
N -1.0854 -2.2310 1.7349
C -2.1212 -2.2624 0.6911
C -1.6213 -2.5851 -0.6804
O -3.2404 -1.9835 0.9825
C -1.7074 -2.2820 3.0920
C -1.8022 -1.0224 3.8938
O -2.0969 -3.3401 3.4575
C -0.5307 0.0799 1.0474
C 0.4592 1.0512 0.9383
C 0.0596 2.4306 0.4652
O -0.3061 3.2511 1.2400
O 0.2356 2.6524 -0.8539
C 1.7685 0.7475 1.2835
N 2.8676 1.6637 1.1768
C 3.0071 2.5567 2.2945
O 2.1517 3.0429 2.9315
F 4.3136 2.7260 2.5221
C 3.0689 2.2275 -0.1082
O 3.2250 1.6136 -1.0980
F 3.0888 3.5645 -0.0236
H 6.0329 -0.9662 1.6158
H 6.0474 -2.1793 0.3534
H 5.8055 -0.4598 -0.0660
H 3.8301 -2.3224 -0.8454
H 4.0290 -0.1620 2.5577
H 3.4098 -1.7895 2.8063
H 1.3096 -2.3358 2.1908
H -1.8303 -1.7291 -1.3221
H -2.1873 -3.4325 -1.0651
H -0.5529 -2.7845 -0.6805
H -0.9078 -0.8726 4.4980
H -2.6509 -1.1532 4.5596
H -1.9869 -0.1385 3.2873
H -1.5553 0.3235 0.7902
H -0.1064 1.9297 -1.3976
O -4.2405 1.8214 0.6405
C -5.3158 1.2747 0.6845
O -6.2980 1.8493 1.3886
C -7.6403 1.3439 1.3969
C -7.8266 0.2328 2.4076
C -5.5181 -0.0716 0.0375
H -7.9389 1.0433 0.3921
H -8.2492 2.2043 1.6659
H -7.2125 -0.6366 2.1712
H -8.8695 -0.0820 2.4312
H -7.5460 0.5803 3.4016
H -5.1293 -0.8245 0.7168
H -4.9186 -0.0848 -0.8695
H -6.5390 -0.3309 -0.2303
O 5.7509 -3.9838 -1.3398
C 6.2793 -3.4417 -2.2773
O 5.6554 -3.4393 -3.4622
C 6.1196 -2.6903 -4.5971
C 7.1738 -3.4372 -5.3845
C 7.6560 -2.8241 -2.1603
H 6.4563 -1.7004 -4.2872
H 5.2281 -2.5478 -5.2041
H 8.0734 -3.6121 -4.7948
H 7.4521 -2.8677 -6.2707
H 6.7890 -4.4063 -5.6998
H 8.3948 -3.6163 -2.2739
H 7.7609 -2.3994 -1.1658
H 7.8632 -2.0426 -2.8857
O 2.3060 9.4702 4.4760
C 2.1523 8.5654 3.7072
O 1.1022 8.6077 2.8595
C 0.9131 7.6513 1.8144
C 0.2234 6.3944 2.3018
C 3.0653 7.3573 3.7085
H 1.8617 7.4346 1.3196
H 0.2877 8.1636 1.0855
H 0.8210 5.8706 3.0489
H 0.0400 5.7138 1.4724
H -0.7319 6.6475 2.7609
H 2.7281 6.6757 4.4887
H 4.0670 7.6984 3.9557
H 3.1064 6.8202 2.7644
O -4.4182 -4.3302 -1.3396
C -4.7706 -4.2918 -2.4883
O -4.0996 -3.4770 -3.3289
C -4.3414 -3.4561 -4.7443
C -5.5046 -2.5613 -5.1143
C -5.9638 -5.0717 -2.9825
H -4.4633 -4.4706 -5.1234
H -3.4179 -3.0677 -5.1697
H -6.4411 -2.9185 -4.6866
H -5.6177 -2.5213 -6.1973
H -5.3339 -1.5501 -4.7451
H -6.8640 -4.5043 -2.7483
H -5.9979 -6.0115 -2.4385
H -5.9522 -5.2897 -4.0463

3.
ORCA calculation (ωB97M-V/def2-TZVPD) on a molecular structure, C31H47Ge2N5O2PPdS2.

The expectation value of S² is 0.75. For the HOMO-LUMO gap (spin up / spin down), the calculation gives 7.39 / 6.96 eV. As for the LUMO energy (spin up / spin down): 0.0065 / -0.0363 Eh. Its spin multiplicity is 2. Its energy above the lowest of the compared OMol25 structures with the same formula, charge and spin is 0.0 kcal per mole.

Cartesian coordinates (Å):
Pd 0.7940 0.0474 1.1917
C 3.6705 -1.7731 5.1457
C 4.0339 -1.2370 3.7805
O 4.0791 0.2017 3.8334
P 3.0507 1.0544 2.9508
S 3.2719 0.6444 1.0214
S 1.1607 0.8290 3.5454
O 3.5201 2.5164 3.3464
C 4.8541 2.9612 3.0054
C 5.6772 3.0949 4.2644
H 3.6874 -2.8648 5.1398
H 2.6758 -1.4344 5.4357
H 4.3851 -1.4251 5.8917
H 3.3201 -1.5539 3.0146
H 5.0239 -1.5693 3.4674
H 4.7310 3.9180 2.4987
H 5.3059 2.2616 2.2996
H 5.2042 3.7911 4.9564
H 6.6707 3.4729 4.0175
H 5.7815 2.1282 4.7555
C -1.7483 -1.2305 -1.5107
C -2.0769 -1.6759 -0.0875
Ge -1.6156 -0.2643 1.2191
C -2.2242 -0.7809 3.0326
C -2.4757 0.4292 3.9331
C -2.6065 1.3616 0.7687
C -1.9002 2.4396 0.4252
Ge 0.0608 2.1866 0.3679
C 0.8964 3.7434 1.2360
C 0.8205 4.9753 0.3265
C 0.7683 2.0233 -1.4835
C -0.1431 2.5608 -2.5839
C -2.5078 3.7833 0.2402
C -2.8305 4.2873 -1.0186
C -3.3511 5.5658 -1.1559
C -3.5486 6.3658 -0.0393
C -3.2333 5.8721 1.2186
C -2.7191 4.5913 1.3572
H -1.9929 -1.9958 -2.2508
H -0.6855 -0.9949 -1.6156
H -2.2987 -0.3238 -1.7728
H -1.5457 -2.5976 0.1632
H -3.1449 -1.8953 0.0115
H -1.4749 -1.4320 3.4836
H -3.1396 -1.3730 2.9278
H -1.6057 1.0870 3.9706
H -2.7077 0.1292 4.9576
H -3.3111 1.0273 3.5645
H -3.6930 1.4318 0.8540
H 1.9348 3.4978 1.4623
H 0.4001 3.9288 2.1902
H 1.3141 4.7924 -0.6310
H 1.3131 5.8379 0.7821
H -0.2102 5.2651 0.1168
H 0.9878 0.9667 -1.6576
H 1.7347 2.5345 -1.4851
H -1.1247 2.0826 -2.5525
H 0.2772 2.3795 -3.5759
H -0.2975 3.6367 -2.4799
H -2.6694 3.6731 -1.8954
H -3.5992 5.9402 -2.1412
H -3.9467 7.3661 -0.1488
H -3.3867 6.4865 2.0969
H -2.4640 4.2074 2.3380
C 0.6853 -3.0207 3.3454
C 0.8041 -3.1855 1.8712
N 1.1516 -2.2381 1.0282
C 1.2383 -2.8279 -0.2148
C 0.9376 -4.1452 -0.1192
N 0.6735 -4.3713 1.2158
C 0.2013 -5.6269 1.7584
N -1.0547 -6.0108 1.1784
N -1.0674 -6.9229 0.1732
N -2.2383 -6.9961 -0.3222
C -3.0468 -6.0875 0.3321
C -4.3977 -5.7775 0.1502
C -4.9292 -4.8020 0.9591
C -4.1461 -4.1437 1.9309
C -2.8176 -4.4413 2.1241
C -2.2855 -5.4348 1.2978
H 0.7870 -1.9620 3.5833
H 1.4791 -3.5632 3.8640
H -0.2717 -3.3736 3.7331
H 1.5101 -2.2611 -1.0890
H 0.8729 -4.9317 -0.8512
H 0.0980 -5.5213 2.8367
H 0.9042 -6.4274 1.5374
H -4.9861 -6.2870 -0.6000
H -5.9689 -4.5240 0.8518
H -4.6065 -3.3751 2.5383
H -2.2267 -3.9173 2.8622

4.
ORCA calculation (ωB97M-V/def2-TZVPD) on a molecular structure, C31H47IrN2PSi4Te.

For the HOMO-LUMO gap (spin up / spin down), the calculation gives 5.94 / 5.94 eV. As for the LUMO energy (spin up / spin down): -0.1349 / -0.1349 Eh. As for the charge: +1. Its spin multiplicity is 1. Its energy above the lowest of the compared OMol25 structures with the same formula, charge and spin is 0.0 kcal per mole.

Cartesian coordinates (Å):
Ir -0.4406 1.1256 0.0214
C -5.9875 0.3479 -1.5364
C -5.3922 -0.7186 -2.2004
C -4.0122 -0.8109 -2.2658
C -3.2182 0.1646 -1.6620
C -3.8192 1.2279 -0.9983
C -5.2030 1.3206 -0.9364
P -1.4183 -0.0022 -1.6761
C -0.9599 -0.2760 -3.4026
C -1.7560 0.1928 -4.4454
C -1.4038 -0.0741 -5.7604
C -0.2612 -0.8085 -6.0377
C 0.5365 -1.2767 -5.0018
C 0.1915 -1.0122 -3.6865
C -0.9464 -1.4667 -0.7148
C -1.0515 -2.8461 -0.7807
C -0.4431 -3.5818 0.2284
C 0.2478 -2.9465 1.2587
C 0.3573 -1.5615 1.3192
C -0.2580 -0.8223 0.3177
H -7.0661 0.4184 -1.4888
H -6.0050 -1.4773 -2.6687
H -3.5524 -1.6397 -2.7916
H -3.2039 1.9905 -0.5346
H -5.6663 2.1522 -0.4218
H -2.6605 0.7493 -4.2354
H -2.0274 0.2878 -6.5669
H 0.0080 -1.0206 -7.0641
H 1.4261 -1.8531 -5.2183
H 0.8062 -1.3920 -2.8808
H -1.5737 -3.3395 -1.5908
H -0.4960 -4.6622 0.2124
H 0.7165 -3.5496 2.0261
H 0.9060 -1.0865 2.1230
C 2.3050 2.3690 2.3630
C 0.9658 1.9274 2.8221
N -0.1342 1.7749 2.0942
C -1.1394 1.3794 2.9677
C -0.6461 1.3212 4.2238
N 0.6796 1.6697 4.1127
H 3.0720 1.6403 2.6303
H 2.5641 3.3263 2.8170
H 2.3088 2.4733 1.2821
H -2.1455 1.1938 2.6298
H -1.1046 1.0792 5.1653
H 1.3362 1.7480 4.8714
C 3.9387 3.3049 -4.2083
Si 2.1393 3.8400 -4.2783
C 1.9920 5.5438 -5.0505
C 1.1452 2.6052 -5.2728
Si 1.3575 3.8585 -2.0623
Te 1.7138 1.4422 -1.3309
Si 2.6871 5.2077 -0.6537
C 1.6480 5.7578 0.8228
C 4.2267 4.3026 -0.0486
C 3.2003 6.7269 -1.6314
Si -0.8787 4.5467 -1.9211
C -1.6057 4.2731 -0.1998
C -0.8759 6.3902 -2.2753
C -1.9147 3.6641 -3.2115
H 4.4272 3.4751 -5.1710
H 4.0145 2.2384 -3.9815
H 4.5013 3.8508 -3.4478
H 2.3503 5.5090 -6.0827
H 2.5809 6.2915 -4.5175
H 0.9547 5.8839 -5.0747
H 1.6574 2.3808 -6.2125
H 0.1521 2.9878 -5.5162
H 1.0254 1.6683 -4.7242
H 1.0320 4.9478 1.2197
H 0.9785 6.5752 0.5465
H 2.2924 6.1185 1.6291
H 4.1752 3.2225 -0.1974
H 4.3801 4.4850 1.0177
H 5.1117 4.6693 -0.5724
H 2.3363 7.2265 -2.0753
H 3.8859 6.4589 -2.4382
H 3.7098 7.4498 -0.9889
H -1.4357 5.1561 0.4200
H -1.1707 3.4294 0.3500
H -2.6854 4.1177 -0.2597
H -0.3007 6.9402 -1.5279
H -1.8976 6.7794 -2.2601
H -0.4501 6.6096 -3.2558
H -1.7120 2.5920 -3.2203
H -1.6839 4.0461 -4.2083
H -2.9833 3.8091 -3.0318

5.
ORCA calculation (ωB97M-V/def2-TZVPD) on 2 unconnected molecules or ions with the total composition C31H47N5O4S at a distorted geometry.

For the HOMO-LUMO gap, the calculation gives 7.84 eV. As for the LUMO energy: -0.0405 Eh. Its spin multiplicity is 1. Its structure (SMILES) is COCCCCC1=C(CCCN)C(=O)C(CCCN)=C(CCCCCCCSc2nnco2)C1=O.c1ccncc1. Its energy above the lowest of the compared OMol25 structures with the same formula, charge and spin is 400.2 kcal per mole.

Cartesian coordinates (Å):
C 7.5397 -2.2411 2.2119
O 6.3095 -1.9899 1.3902
C 6.7657 -1.0241 0.3408
C 5.5839 -0.6507 -0.7459
C 4.3752 0.2895 -0.1100
C 4.4225 1.8573 -0.6848
C 2.9481 2.2541 -1.2818
C 2.1704 3.4866 -0.8562
C 2.7360 4.5456 0.2595
C 4.1914 5.2148 -0.0881
C 5.0749 5.1404 1.3300
N 4.3640 6.0276 2.3739
C 0.6609 3.7198 -1.5383
O 0.2316 4.9103 -1.9637
C -0.2378 2.3169 -1.6868
C -1.8531 2.2538 -1.4027
C -2.4144 3.3668 -0.3377
C -3.0302 2.6705 1.0277
N -4.3814 3.3135 1.3836
C 0.5394 1.0810 -2.1031
C -0.1371 -0.4185 -2.2627
C 0.2810 -1.2779 -0.8929
C -0.5320 -0.7966 0.4504
C 0.2533 -1.1575 1.8706
C -0.3966 -2.4837 2.6391
C -1.6323 -2.0905 3.6671
C -3.0668 -1.8196 2.9213
S -3.6137 -3.2467 1.7900
C -4.4165 -2.3643 0.3015
N -4.0177 -2.4670 -1.1781
N -4.7987 -1.6640 -2.0118
C -5.8089 -0.9761 -1.1061
O -5.5577 -1.4112 0.2991
C 2.1762 1.2696 -2.3922
O 2.8098 0.7164 -3.4448
H 8.4653 -2.4973 1.5384
H 7.3460 -3.1830 2.9140
H 7.7987 -1.2788 2.8671
H 7.6284 -1.5774 -0.2656
H 7.2372 -0.1000 0.8827
H 5.0867 -1.6862 -1.0636
H 6.1055 -0.1687 -1.6777
H 4.5704 0.3273 1.0646
H 3.3192 -0.2172 -0.2675
H 4.7880 2.5068 0.2171
H 5.1678 1.8517 -1.6079
H 1.9323 5.4033 0.3985
H 2.7783 3.9531 1.2931
H 4.1058 6.3554 -0.3426
H 4.7673 4.6869 -0.9666
H 6.1954 5.4610 1.1845
H 4.9895 4.0336 1.7609
H 3.8413 6.7842 1.8680
H 3.6004 5.4276 2.7987
H -2.1760 1.1623 -1.0657
H -2.3831 2.4503 -2.4493
H -1.6528 4.2050 -0.0427
H -3.3201 3.9183 -0.8792
H -2.2721 2.8099 1.9311
H -3.2604 1.5374 0.7977
H -4.5078 3.1299 2.4214
H -5.1441 2.7791 0.8763
H 0.3681 -1.0185 -3.1596
H -1.3067 -0.4168 -2.3110
H 1.4406 -1.2510 -0.7000
H -0.0229 -2.4183 -1.0698
H -1.5766 -1.3618 0.5145
H -0.7134 0.3672 0.4704
H 1.4135 -1.2875 1.7391
H 0.0658 -0.2380 2.6067
H -0.6861 -3.3499 1.8771
H 0.4754 -2.9231 3.3250
H -1.2979 -1.1308 4.2742
H -1.8276 -2.9291 4.4837
H -3.0574 -0.8004 2.3276
H -3.9060 -1.7451 3.7500
H -6.6429 -0.2051 -1.4116
N -5.9349 -6.9571 -1.9926
C -7.0341 -7.2401 -2.7254
C -7.8433 -6.2759 -3.3049
C -7.5092 -4.9385 -3.1199
C -6.3840 -4.6152 -2.3685
C -5.6349 -5.6499 -1.8319
H -7.2549 -8.2976 -2.8383
H -8.7130 -6.5608 -3.8859
H -8.1203 -4.1546 -3.5577
H -6.0972 -3.5825 -2.2055
H -4.7457 -5.4490 -1.2409

Question: What is the formula in the fifth record?
Answer: C31H47N5O4S